No. 1
Here is a molecular structure, C20H33CrN6OP2Si in a non-equilibrium geometry from the Open Molecules 2025 dataset. Energies are from ωB97M-V/def2-TZVPD.

Summary:
Net charge = +2
HOMO-LUMO gap (spin up / spin down) = 7.969 / 8.197 eV
E_HOMO (spin up / spin down) = -14.0 / -13.8 eV
Calculated total energy = -87128.18008 eV
Spin multiplicity = 2

Positions of all 64 atoms, in Å:
Cr -0.86171 -1.22776 -0.89363
C 3.58388 -4.47537 -0.62794
N 2.19044 -4.07849 -0.85118
C 1.20315 -4.88089 -1.35343
C 0.07955 -4.11431 -1.43392
N 0.38653 -2.85159 -0.98581
C 1.66418 -2.85236 -0.64927
P 2.50890 -1.39925 0.06255
C 1.21476 -1.11073 1.31135
N -0.07972 -1.36549 1.14490
C -0.67607 -1.20630 2.36125
C 0.27228 -0.85582 3.27634
N 1.46194 -0.80432 2.60457
C 2.75313 -0.44130 3.19182
C 1.93391 -0.26463 -1.24083
N 0.76617 -0.39187 -1.84795
C 0.75874 0.47083 -2.91299
C 1.95338 1.12148 -2.94489
N 2.68519 0.64971 -1.88512
C 4.04548 1.07710 -1.54811
H 3.67201 -5.54428 -0.79382
H 3.88323 -4.24836 0.39189
H 4.24064 -3.95524 -1.32156
H 1.36589 -5.91557 -1.60190
H -0.90868 -4.39608 -1.75635
H -1.72932 -1.36891 2.51216
H 0.19997 -0.66070 4.33270
H 2.64261 -0.40189 4.27082
H 3.06945 0.53743 2.83629
H 3.50562 -1.18512 2.94299
H -0.09107 0.58006 -3.56464
H 2.33641 1.86628 -3.62172
H 4.12959 2.14764 -1.71237
H 4.77081 0.56138 -2.17382
H 4.24916 0.86411 -0.50321
C -4.21770 0.61152 -2.09192
P -4.03200 -0.41603 -0.65394
C -4.07051 0.63594 0.77649
C -5.41422 -1.52790 -0.54552
O -2.72578 -1.24943 -0.76377
H -5.18067 1.12344 -2.06021
H -4.16812 0.00270 -2.99494
H -3.41667 1.35245 -2.09936
H -5.05858 1.09621 0.84061
H -3.30245 1.40212 0.68706
H -3.88757 0.04941 1.67735
H -6.33435 -0.94442 -0.48359
H -5.32096 -2.14377 0.34924
H -5.45552 -2.17142 -1.42424
C 1.70479 3.08350 1.09691
Si -0.13741 3.38874 0.85329
C -0.99139 3.65769 2.47568
C -0.51923 4.69034 -0.40895
C -0.70379 1.76271 0.15794
C -0.86689 0.63804 -0.28495
H 2.02145 3.35281 2.10780
H 2.31325 3.66181 0.39732
H 1.91722 2.02154 0.94208
H -0.62077 4.55901 2.97014
H -0.82264 2.81095 3.14535
H -2.06906 3.77687 2.34219
H 0.01252 5.62332 -0.20524
H -1.58804 4.91765 -0.40689
H -0.24532 4.35484 -1.41114

No. 2
Here is 4 unconnected molecules or ions with the total composition C36H72N3O4P from the Open Molecules 2025 dataset. Energies are from ωB97M-V/def2-TZVPD.

Summary:
Net charge = +1
HOMO-LUMO gap (spin up / spin down) = 6.396 / 7.564 eV
E_HOMO (spin up / spin down) = -9.7 / -10.9 eV
Calculated total energy = -60437.40447 eV
Spin multiplicity = 4

Positions of all 116 atoms, in Å:
C 0.53665 -1.59560 0.31344
C -0.33917 -0.98383 -0.47625
P -1.17581 0.47065 0.09774
C -2.46240 0.91690 -1.08638
C -3.57555 1.64237 -0.35897
O -3.33275 2.38468 0.54296
C -0.13277 1.86048 0.51039
C 0.78138 2.39321 -0.61718
C 2.26471 1.99533 -0.53994
C 2.80843 2.11510 0.89084
C 2.58545 0.62674 -1.16983
H 0.77811 -1.21984 1.30449
H 1.05628 -2.49173 -0.00441
H -0.58297 -1.35041 -1.46917
H -1.84832 0.11328 1.26308
H -2.04794 1.56354 -1.86543
H -2.83988 -0.00259 -1.54225
H -4.61720 1.46056 -0.65182
H 0.40803 1.59986 1.42293
H -0.86079 2.62742 0.79459
H 0.70792 3.48285 -0.59126
H 0.38640 2.09172 -1.59529
H 2.79454 2.73646 -1.14694
H 2.29551 2.90483 1.44770
H 2.66477 1.17663 1.43587
H 3.87448 2.33544 0.90056
H 2.78022 -0.13727 -0.41079
H 1.78717 0.27758 -1.83034
H 3.48114 0.68094 -1.79297
C 6.80312 2.08138 6.27604
C 5.36333 1.69438 5.90740
C 4.85907 0.55557 6.79581
C 5.51573 -0.78727 6.48376
C 5.35718 -1.14120 5.00653
C 5.84283 -0.04350 4.05538
N 5.24662 1.26874 4.47256
O 4.07685 1.46625 3.98474
C 7.37677 0.01267 4.02204
C 5.37448 -0.34113 2.63662
C 4.50072 2.93440 6.10026
H 6.78831 2.64443 7.20866
H 7.46009 1.23306 6.43724
H 7.24221 2.71743 5.50707
H 3.77672 0.46065 6.66308
H 5.02854 0.83320 7.83822
H 6.57186 -0.77446 6.76333
H 5.05253 -1.56596 7.09159
H 5.90279 -2.05847 4.77403
H 4.29970 -1.33986 4.80290
H 7.71762 0.90556 3.49720
H 7.75266 -0.85770 3.48458
H 7.83712 -0.00461 5.00393
H 4.29810 -0.49122 2.58866
H 5.86548 -1.25159 2.29205
H 5.63830 0.47104 1.95817
H 4.80825 3.73255 5.42389
H 4.62159 3.28555 7.12495
H 3.44722 2.72897 5.93049
C 2.12201 0.59269 -7.30129
C 3.36256 0.19768 -6.48682
C 4.31251 -0.66357 -7.32149
C 3.78169 -2.07288 -7.57593
C 3.43418 -2.76993 -6.26191
C 2.48393 -1.96239 -5.37337
N 2.99926 -0.55977 -5.24198
O 3.87702 -0.44000 -4.31318
C 1.05441 -1.99291 -5.93287
C 2.43607 -2.57165 -3.97754
C 4.05536 1.48643 -6.06491
H 2.40147 1.36628 -8.01564
H 1.69579 -0.22134 -7.87869
H 1.34550 1.00041 -6.65252
H 5.27061 -0.73509 -6.79820
H 4.50309 -0.14831 -8.26520
H 2.91278 -2.04519 -8.23835
H 4.54104 -2.65492 -8.09944
H 2.97662 -3.74263 -6.45584
H 4.35780 -2.95879 -5.70669
H 0.42191 -1.27146 -5.41220
H 0.63317 -2.98625 -5.77800
H 0.99479 -1.79208 -6.99704
H 3.42620 -2.67119 -3.54169
H 1.98653 -3.56296 -4.04496
H 1.82845 -1.95819 -3.30744
H 3.41208 2.08061 -5.41387
H 4.27509 2.07149 -6.95780
H 4.98837 1.29566 -5.54217
C -9.05375 -2.01992 2.83780
C -9.84371 -1.47042 1.64071
C -9.40433 -2.14566 0.33994
C -8.01283 -1.71405 -0.12204
C -7.93133 -0.19198 -0.24257
C -8.35948 0.55026 1.02593
N -9.67439 0.01176 1.49038
O -10.66899 0.57289 0.90701
C -7.27853 0.43335 2.10973
C -8.53398 2.03352 0.72410
C -11.31707 -1.74868 1.90554
H -9.42620 -3.01502 3.07900
H -7.98835 -2.12410 2.65401
H -9.19325 -1.38795 3.71515
H -10.12764 -1.90134 -0.44342
H -9.44293 -3.22762 0.48281
H -7.24705 -2.08854 0.56351
H -7.79890 -2.16510 -1.09297
H -6.90972 0.11637 -0.48952
H -8.56554 0.12796 -1.07441
H -7.64547 0.79758 3.06921
H -6.41776 1.04523 1.83213
H -6.90721 -0.57787 2.25091
H -9.21687 2.20289 -0.10356
H -7.56119 2.45442 0.46261
H -8.91633 2.56718 1.59392
H -11.65975 -1.21742 2.79360
H -11.44501 -2.81854 2.07175
H -11.94413 -1.45319 1.06927

No. 3
Here is a gas-phase ion, C3H2NO2S (charge -1) in a non-equilibrium geometry from the Open Molecules 2025 dataset. Energies are from ωB97M-V/def2-TZVPD.

Summary:
Net charge = -1
HOMO-LUMO gap = 6.618 eV
E_HOMO = -3.0 eV
Calculated total energy = -19560.60711 eV
ΔE to the lowest compared entry with this formula, charge and spin = 106.1 kcal/mol
Spin multiplicity = 1

Positions of all 9 atoms, in Å:
C 0.83563 -1.68964 0.42779
C -1.19516 -0.08523 0.52236
C 0.71111 0.35968 -0.82690
N -0.48111 0.78769 -0.17173
O 1.28102 1.13024 -1.58379
O 1.21709 -0.75265 -0.51199
S -2.60586 0.15588 1.24395
H 1.17958 -1.50630 1.39186
H -0.94230 1.60033 -0.49154

No. 4
Here is a single CH4N2O3 molecule in a non-equilibrium geometry from the Open Molecules 2025 dataset. Energies are from ωB97M-V/def2-TZVPD.

Summary:
Net charge = 0
HOMO-LUMO gap = 10.212 eV
E_HOMO = -10.1 eV
Calculated total energy = -10220.19991 eV
ΔE to the lowest compared entry with this formula, charge and spin = 51.3 kcal/mol
Spin multiplicity = 1

Positions of all 10 atoms, in Å:
O 2.11600 0.38432 0.13353
C 0.87289 0.25315 -0.07728
N -0.00368 1.11547 0.54995
O -1.44529 1.24811 0.04824
N 0.41152 -0.79637 -0.98061
O -0.95197 -1.19640 -0.35741
H 0.42114 2.01052 0.69396
H -1.61146 0.17914 0.25148
H 1.02160 -1.66724 -0.80616
H -0.83075 -1.53072 0.54432